Record 1
Below is 3 unconnected molecules or ions with the total composition H6O3, with properties calculated with ωB97M-V with the def2-TZVPD basis set.

```
9
Properties=species:S:1:pos:R:3:forces:R:3
O -28.916516 1.117969 8.469269 0.24 0.00 0.12
H -29.479556 0.514701 7.984196 -0.12 -0.22 -0.06
H -29.200294 1.988361 8.189749 -0.10 0.33 -0.02
O -26.723164 -0.085853 10.302294 0.29 -0.07 0.33
H -26.729438 -0.743639 9.606943 -0.02 -0.11 -0.15
H -27.237685 0.640464 9.950219 -0.32 0.13 -0.21
O -28.556773 4.994084 8.757466 -0.26 -0.07 0.06
H -27.901306 4.344161 9.010824 0.23 -0.13 0.17
H -28.318188 5.239711 7.863609 0.06 0.14 -0.24
```
Forces are in eV/Å.

Its HOMO energy is -11.092 eV. Its net charge is 0. The spin multiplicity is 1. The calculation puts the strongest force on any atom at 0.00871 Eh/bohr. The calculation puts the energy above the lowest of the compared OMol25 structures with the same formula, charge and spin at 0.477 eV. The total energy comes out at -229.307546 a.u. The calculation puts the HOMO-LUMO gap at 11.514 eV. Its SMILES is O.O.O.

---

Record 2
Below is a molecular structure, C25H34FN5O2S4SiV in a non-equilibrium geometry, with properties calculated with ωB97M-V with the def2-TZVPD basis set.

```
73
Properties=species:S:1:pos:R:3:forces:R:3
V -0.365565 0.776392 0.083440 0.09 -1.36 0.24
C 0.512685 -2.224994 2.873468 -0.04 0.03 0.13
C -0.993677 -2.039787 2.900595 -0.10 -0.14 0.07
S -1.690735 -0.714748 1.882683 -0.02 0.40 0.01
C -3.050493 -1.548255 1.050924 -0.08 -0.11 -0.05
C -2.686805 -2.707055 0.122538 -0.14 -0.07 0.07
S -1.332837 -2.342274 -1.017519 -0.01 0.09 -0.07
C -0.241448 -3.756328 -0.748197 0.10 -0.13 -0.02
C 0.290360 -3.997141 0.665041 -0.10 -0.12 -0.04
S 1.269711 -2.615020 1.288961 0.12 0.11 -0.10
H 0.763532 -2.981189 3.621759 0.03 -0.02 -0.05
H 1.013817 -1.302527 3.174462 -0.01 0.02 -0.05
H -1.289290 -1.834660 3.931788 0.01 0.03 -0.01
H -1.501896 -2.962291 2.619355 0.02 0.01 -0.01
H -3.550287 -0.754764 0.497578 0.08 0.03 0.01
H -3.753670 -1.896292 1.810732 0.01 -0.01 -0.01
H -3.578680 -2.971834 -0.448817 0.03 0.02 -0.01
H -2.421762 -3.594185 0.698818 0.05 0.03 -0.01
H 0.594561 -3.569336 -1.425670 0.00 0.03 0.01
H -0.728830 -4.667587 -1.104402 -0.03 0.03 0.02
H 0.908835 -4.897026 0.638237 0.04 0.04 0.00
H -0.523840 -4.220760 1.354205 0.01 0.06 0.01
N -6.247274 5.886519 -3.023374 -0.04 0.01 -0.03
C -5.396101 5.005581 -2.380049 0.01 -0.01 0.00
C -5.254130 3.694521 -2.838637 0.05 -0.04 0.05
C -4.438550 2.803740 -2.163297 -0.02 0.10 -0.09
C -3.764598 3.214829 -1.023389 -0.10 -0.16 -0.27
C -3.889926 4.516424 -0.559145 -0.04 0.08 0.03
C -4.699927 5.404691 -1.233412 0.01 0.00 0.03
S -2.785439 2.074991 -0.139639 0.43 0.13 0.10
O -2.518601 0.915006 -1.023000 -0.05 0.08 0.24
O -3.427065 1.783198 1.112074 -0.03 -0.03 -0.03
N -1.347311 2.723845 0.151156 -0.30 0.18 -0.16
C -0.644117 3.073023 -1.007191 0.05 0.14 0.29
N 0.282320 2.154562 -1.345065 -0.38 0.34 -0.54
C 0.983406 2.356062 -2.455590 0.24 -0.02 0.18
C 0.807196 3.501554 -3.207580 0.01 -0.04 0.03
C -0.131573 4.409168 -2.743667 0.06 0.01 -0.04
N -0.862446 4.207848 -1.651740 -0.04 0.12 -0.06
H -6.468023 5.676074 -3.981843 0.00 0.00 0.00
H -6.097014 6.865883 -2.851754 0.02 0.01 0.01
H -5.785916 3.372490 -3.725507 -0.01 0.02 -0.01
H -4.313724 1.793528 -2.528553 0.01 -0.02 0.04
H -3.338786 4.836679 0.315101 0.00 -0.03 0.01
H -4.797424 6.422448 -0.875960 -0.01 0.01 0.00
H 1.705401 1.589468 -2.711933 -0.01 0.01 -0.04
H 1.379597 3.680602 -4.104564 0.00 0.01 0.00
H -0.300516 5.341357 -3.271650 -0.04 0.01 0.02
C 2.554226 1.326296 3.958526 -0.03 -0.05 0.06
Si 1.338350 1.940713 2.645232 0.06 0.02 -0.07
C 1.752806 3.717336 2.214197 0.02 0.09 -0.06
C -0.340702 1.928547 3.462370 -0.03 -0.05 0.09
N 1.340661 0.945265 1.228778 0.32 -0.03 0.01
C 2.505311 0.626015 0.574536 -0.11 0.06 0.10
C 3.812044 0.991118 0.963778 0.07 0.01 -0.06
C 4.938204 0.609231 0.250780 -0.02 0.02 0.01
C 4.841657 -0.153740 -0.903774 0.00 0.00 0.00
C 3.574961 -0.529369 -1.336024 0.00 -0.01 0.00
C 2.484799 -0.134606 -0.605517 -0.05 -0.04 -0.02
F 1.238756 -0.526673 -1.074074 -0.08 0.08 0.06
H 2.094625 1.394555 4.947776 0.00 -0.01 0.01
H 3.485463 1.893443 3.996084 0.00 0.04 -0.02
H 2.823722 0.280989 3.786560 -0.01 -0.02 0.01
H 1.657431 4.377302 3.079716 0.02 -0.01 0.03
H 1.066746 4.082365 1.444890 -0.01 0.00 0.01
H 2.770551 3.812668 1.828528 0.00 0.01 -0.02
H -0.305300 2.701688 4.236588 -0.06 -0.01 0.03
H -0.531951 0.977691 3.967754 -0.02 0.01 0.01
H -1.189845 2.141331 2.812146 0.06 0.03 -0.04
H 3.944699 1.597534 1.847343 -0.02 0.01 0.03
H 5.910799 0.923323 0.608734 0.01 0.00 -0.01
H 5.722261 -0.449950 -1.455822 0.00 0.00 -0.01
H 3.421828 -1.128031 -2.225200 0.01 -0.01 -0.01
```
Forces are in eV/Å.

Its HOMO energy (spin up / spin down) is -6.444 / -7.015 eV. The expectation value of S² is 3.759. Its net charge is 0. The spin multiplicity is 4. The calculation puts the strongest force on any atom at 0.02695 Eh/bohr. The calculation puts the energy above the lowest of the compared OMol25 structures with the same formula, charge and spin at 0.202 eV. The total energy comes out at -4323.524031 a.u. The calculation puts the HOMO-LUMO gap (spin up / spin down) at 6.883 / 7.352 eV.

---

Record 3
Below is a gas-phase ion, C2H2N3S2 (charge +1) in a non-equilibrium geometry, with properties calculated with ωB97M-V with the def2-TZVPD basis set.

```
9
Properties=species:S:1:pos:R:3:forces:R:3
C 1.511712 1.256177 -1.208555 -1.24 -0.79 1.54
C 2.700434 2.041158 -0.725974 -2.38 -1.99 -2.18
N 0.289302 -0.457589 -0.244476 -1.86 -1.01 -0.14
N -1.304797 -2.605168 0.341961 1.69 1.62 -2.73
N 1.252487 0.296031 -0.263693 2.55 1.84 -0.61
S 4.043320 2.610940 -0.340689 -1.09 -0.17 -0.09
S -0.311305 -1.868719 -0.592247 -0.80 -1.56 2.19
H 0.587694 1.174433 -2.035725 3.17 1.65 1.49
H -2.045554 -2.253481 0.925170 -0.04 0.42 0.53
```
Forces are in eV/Å.

Its HOMO energy (spin up / spin down) is -13.579 / -13.578 eV. Its net charge is +1. The spin multiplicity is 1. The calculation puts the strongest force on any atom at 0.07529 Eh/bohr. The calculation puts the energy above the lowest of the compared OMol25 structures with the same formula, charge and spin at 3.272 eV. The total energy comes out at -1037.554699 a.u. The calculation puts the HOMO-LUMO gap (spin up / spin down) at 7.420 / 7.420 eV.